C33H55Br3O19 | ωB97M-V/def2-TZVPD

Charge: 0
Gap between HOMO and LUMO, eV: 8.7

```
110
C33H55Br3O19 ωB97M-V/def2-TZVPD
C -1.31 0.79 -0.20
C -0.61 -0.49 -0.41
C 0.89 -0.55 -0.49
O 1.25 -1.66 0.28
C 0.11 -2.21 0.91
O 0.16 -3.30 1.54
O -0.91 -1.42 0.60
H -0.89 1.61 -0.80
H -1.15 0.92 0.87
H -2.36 0.95 -0.43
H -1.01 -0.91 -1.34
H 1.12 0.39 0.01
H 1.45 -0.57 -1.42
C 1.75 -7.63 1.75
C 1.75 -6.71 0.50
C 2.54 -5.46 0.63
O 3.27 -5.36 -0.57
C 3.31 -6.58 -1.17
O 4.04 -6.94 -2.11
O 2.45 -7.35 -0.55
H 2.79 -7.95 1.81
H 1.19 -8.55 1.62
H 1.53 -7.20 2.73
H 0.77 -6.46 0.08
H 3.06 -5.39 1.59
H 1.82 -4.65 0.70
C -2.60 1.64 4.98
C -2.37 0.62 3.83
C -2.76 -0.78 4.12
O -3.40 -1.29 3.00
C -3.57 -0.27 2.14
O -3.98 -0.42 1.05
O -3.12 0.87 2.60
H -2.36 2.59 4.52
H -1.87 1.57 5.79
H -3.60 1.67 5.44
H -1.32 0.57 3.53
H -3.38 -0.93 5.00
H -1.89 -1.43 4.08
C 7.10 1.70 -3.43
C 5.91 2.63 -3.43
C 4.76 2.57 -4.38
O 3.58 2.69 -3.58
C 3.87 2.42 -2.35
O 3.00 2.15 -1.50
O 5.24 2.33 -2.18
H 7.01 0.64 -3.22
H 7.86 2.08 -2.74
H 7.41 1.77 -4.47
H 6.28 3.66 -3.40
H 4.82 1.67 -4.99
H 4.86 3.47 -4.98
C 0.28 4.12 -3.15
C -0.58 4.94 -4.04
C -1.63 4.09 -4.69
O -2.86 4.87 -4.52
C -2.66 5.89 -3.66
O -3.43 6.71 -3.18
O -1.44 5.82 -3.30
H 0.86 3.43 -3.76
H -0.35 3.42 -2.60
H 0.93 4.73 -2.51
H 0.06 5.50 -4.71
H -1.59 3.09 -4.25
H -1.32 3.82 -5.70
C 3.86 1.91 1.84
C 5.29 1.55 1.88
O 5.69 0.57 2.50
C 6.15 2.29 1.03
H 3.30 1.97 2.77
H 3.33 1.17 1.23
H 3.70 2.89 1.40
H 5.53 2.44 0.15
H 7.08 1.77 0.78
H 6.43 3.22 1.53
C -1.67 -6.39 2.63
C -1.92 -7.50 3.64
O -1.60 -8.61 3.29
C -2.62 -7.15 4.97
H -1.29 -6.70 1.65
H -0.93 -5.66 2.96
H -2.51 -5.72 2.51
H -3.68 -6.92 5.03
H -1.97 -6.33 5.28
H -2.48 -7.90 5.75
C -4.76 -2.02 -4.50
C -3.43 -1.32 -4.30
O -2.35 -1.69 -4.80
C -3.38 -0.11 -3.36
H -4.41 -2.86 -5.11
H -5.48 -1.40 -5.03
H -5.13 -2.41 -3.56
H -3.47 -0.50 -2.35
H -4.19 0.57 -3.59
H -2.45 0.47 -3.44
C -3.50 3.96 2.57
C -3.93 4.18 1.11
O -3.63 5.23 0.54
C -4.60 3.03 0.36
H -4.27 3.47 3.16
H -3.22 4.96 2.91
H -2.63 3.30 2.59
H -3.91 2.33 -0.10
H -5.15 3.57 -0.42
H -5.22 2.39 0.98
C -0.06 4.43 2.47
Br 0.37 2.47 2.54
Br -0.16 5.02 0.59
Br 1.39 5.38 3.32
H -0.89 4.71 3.12
```